Record 1
C17H24N5O2S | ωB97M-V/def2-TZVPD

Values from the calculation:
LUMO energy (eV): -2.654
E_HOMO (eV): -11.2
Total charge: +1

XYZ file:
```
49
Properties=species:S:1:pos:R:3:nbo_charge:R:1
C 1.3479 4.6510 -5.7359 -0.184
H 1.9293 3.6277 -6.0275 0.109
H 1.6981 5.3571 -6.2960 0.194
H 0.3450 4.3879 -5.8580 0.175
O 1.8334 4.9125 -4.6639 -0.453
C 1.5447 4.2880 -3.5299 0.362
C 0.8867 3.0905 -3.6248 -0.357
C 1.0041 2.1614 -2.4034 -0.140
C 1.3933 2.7010 -1.1783 0.054
C 1.8171 3.9234 -1.0799 -0.268
C 2.1037 4.8403 -2.0477 -0.156
H 2.5986 5.7716 -2.1424 0.246
H 2.1540 4.2469 -0.2794 0.205
N 1.1152 1.8996 0.1315 -0.418
C 2.4914 1.3212 0.5420 -0.153
H 2.7215 0.7852 -0.1393 0.180
H 2.9582 2.1757 0.5927 0.196
C 2.0374 0.7895 1.9317 -0.268
N 0.8167 0.2060 2.2348 -0.430
C -0.2536 1.4856 2.1162 -0.226
H -1.0760 0.9927 1.6840 0.206
H -0.3574 2.0261 3.1261 0.235
C 0.3001 2.5587 1.2054 -0.184
H 0.7989 3.3924 1.6854 0.209
H -0.2847 2.9177 0.7086 0.171
C 0.2713 -1.1061 1.8821 -0.156
C -0.3702 -1.2732 0.2709 0.731
O 0.0572 -0.4561 -0.3671 -0.636
N -1.1866 -2.1429 0.1409 -0.566
C -1.7565 -3.1765 1.0361 0.118
N -1.3718 -3.2665 2.3874 -0.246
N -2.0446 -4.2780 2.8154 -0.234
C -2.8992 -4.9223 2.1611 0.099
C -3.7730 -6.0765 2.3976 -0.566
H -3.4669 -6.9465 1.9276 0.237
H -3.5828 -6.1572 3.7924 0.228
H -4.6529 -5.9594 2.2543 0.194
S -3.0030 -4.2265 0.5156 0.387
H -1.4010 -2.2953 -0.7560 0.399
H -0.5022 -1.0838 2.6110 0.232
C 1.1706 -2.1015 2.0644 -0.598
H 1.7233 -1.6909 3.0807 0.243
H 2.1161 -1.9909 1.1953 0.171
H 0.8348 -3.0685 1.9190 0.244
H 2.9254 -0.0356 2.1104 0.212
H 2.2226 1.3147 2.7788 0.225
H 0.4851 0.9103 -0.2957 0.515
H 0.3042 1.0944 -2.4950 0.240
H 0.8452 2.5007 -4.4061 0.222
```

---

Record 2
C17H25BClFN2O9 | ωB97M-V/def2-TZVPD

Values from the calculation:
SMILES: CCCCNC1=C(B(N)O)C(=O)C(COCOCCO)=C(Cl)C1=O.O=C1OC[C@@H](F)O1
LUMO energy (eV): -1.271
E_HOMO (eV): -9.0
Total charge: 0

XYZ file:
```
56
Properties=species:S:1:pos:R:3:nbo_charge:R:1
C 5.0904 -0.5239 0.4699 -0.607
C 5.1230 0.8499 -0.1929 -0.394
C 3.7464 1.5222 -0.2351 -0.418
C 3.4648 2.2431 1.0795 -0.216
N 2.1174 2.8042 1.1981 -0.592
C 1.0350 1.9896 0.9318 0.167
C 0.1177 2.2089 -0.0248 -0.442
B 0.1273 3.4232 -1.0352 1.105
N 1.0569 3.4352 -2.1499 -1.125
O -0.7251 4.4843 -0.7767 -0.936
C -1.0514 1.3186 -0.1297 0.540
O -2.0388 1.6602 -0.7620 -0.562
C -1.0003 -0.0368 0.5031 -0.082
C -1.9873 -1.0619 0.0388 -0.115
O -1.3894 -1.8189 -0.9993 -0.551
C -1.7400 -3.1882 -0.9606 0.247
O -0.9883 -3.8667 -1.8946 -0.517
C 0.3937 -3.9111 -1.5897 -0.096
C 1.0129 -5.0599 -2.3614 -0.073
O 2.4223 -4.9229 -2.4940 -0.714
C -0.0806 -0.2541 1.4382 -0.066
Cl 0.0998 -1.7626 2.2365 0.054
C 0.8772 0.8167 1.8707 0.481
O 1.4849 0.7412 2.9068 -0.470
H 4.6342 -0.4705 1.4609 0.204
H 4.5285 -1.2426 -0.1302 0.199
H 6.0975 -0.9192 0.6097 0.212
H 5.8041 1.4916 0.3777 0.193
H 5.5467 0.7844 -1.1966 0.206
H 2.9824 0.7596 -0.4187 0.196
H 3.7179 2.2489 -1.0500 0.216
H 3.6196 1.5677 1.9230 0.209
H 4.1716 3.0641 1.2090 0.203
H 2.0134 3.7374 0.8292 0.381
H 0.7466 2.9236 -2.9692 0.406
H 1.2208 4.3932 -2.4490 0.382
H -1.5276 4.4624 -1.3041 0.516
H -2.8812 -0.5550 -0.3344 0.201
H -2.2890 -1.6905 0.8820 0.209
H -2.7913 -3.3277 -1.2279 0.162
H -1.5513 -3.5701 0.0560 0.135
H 0.5338 -4.0413 -0.5078 0.168
H 0.8807 -2.9732 -1.8827 0.175
H 0.5752 -5.0824 -3.3606 0.182
H 0.7916 -6.0094 -1.8659 0.164
H 2.7394 -4.2635 -1.8712 0.463
C -5.2757 1.6508 1.4087 -0.133
C -6.6105 0.9314 1.4810 0.446
O -6.2195 -0.4256 1.5600 -0.492
C -4.9734 -0.4772 2.1045 0.970
O -4.4474 -1.4625 2.4988 -0.560
O -4.4202 0.7570 2.1240 -0.486
F -7.3600 1.1172 0.3701 -0.323
H -4.9381 1.7255 0.3732 0.215
H -5.2702 2.6294 1.8783 0.211
H -7.2172 1.1767 2.3546 0.153
```

---

Record 3
C17H25Cl4N7O3SbSe4SiTc | ωB97M-V/def2-TZVPD

Values from the calculation:
LUMO energy (eV): -5.798
E_HOMO (eV): -11.9
Total charge: +2

XYZ file:
```
63
Properties=species:S:1:pos:R:3:nbo_charge:R:1
Tc -0.5229 -1.5561 0.5997 0.659
C -1.9305 2.5196 3.8175 -0.433
N -1.5281 2.0246 2.5128 -0.390
C -1.8837 2.8026 1.3419 -0.420
C -0.9479 0.8110 2.3436 0.666
N -0.5179 0.3918 1.1811 -0.743
N -0.7872 0.0420 3.4802 -0.598
C -0.7392 -1.3310 3.5898 0.645
N -0.8008 -1.8122 4.8498 -0.782
N -0.6752 -2.0917 2.5443 -0.677
H -2.4644 3.4567 3.6854 0.246
H -1.0658 2.7262 4.4546 0.215
H -2.6132 1.8280 4.3192 0.216
H -2.5784 3.5818 1.6399 0.241
H -2.3887 2.1772 0.5996 0.216
H -1.0088 3.2784 0.8871 0.198
H -0.6536 1.0994 0.4700 0.372
H -0.9480 0.5288 4.3506 0.423
H -0.7584 -1.2127 5.6568 0.413
H -0.6711 -2.7969 5.0099 0.427
H -0.7883 -3.0827 2.7474 0.405
Se 5.5240 -3.3183 -0.1829 -0.527
Sb 5.3035 -5.6718 -0.0705 0.870
Se 1.6793 -4.3999 1.2899 -0.016
Se 1.5870 -2.3916 0.1381 0.086
Se 2.6237 -5.9760 -0.0659 -0.278
Cl -3.9426 -4.1491 2.1323 -0.022
C -3.8300 -3.7328 0.3973 -0.470
C -2.5818 -2.9005 0.2892 0.768
O -2.6302 -1.6465 0.3497 -0.666
O -1.4563 -3.4380 0.1998 -0.624
H -4.7210 -3.1653 0.1351 0.247
H -3.7540 -4.6658 -0.1606 0.254
C 1.6910 3.2701 -2.3449 -0.440
N 0.5804 2.3671 -2.2364 -0.117
N 0.7465 1.0558 -1.9266 -0.183
C -0.4555 0.4497 -1.9978 0.546
O -0.5967 -0.8593 -1.7743 -0.831
C -1.3968 1.4029 -2.3677 -0.365
C -0.7094 2.6033 -2.5154 0.279
C -1.2073 3.9419 -2.8956 -0.670
C 2.0446 0.5488 -1.6223 0.123
C 2.5799 0.7713 -0.3554 -0.226
C 3.9101 0.4614 -0.1292 -0.186
C 4.6881 -0.0791 -1.1416 -0.156
C 4.1196 -0.3661 -2.3716 -0.184
C 2.7989 -0.0388 -2.6281 -0.217
H 2.5052 2.9143 -1.7167 0.256
H 1.3948 4.2676 -2.0268 0.243
H 2.0490 3.3213 -3.3755 0.240
H -2.4433 1.2404 -2.5231 0.271
H -2.2653 3.9085 -3.1407 0.262
H -0.6673 4.3269 -3.7603 0.259
H -1.0616 4.6443 -2.0749 0.247
H 1.9724 1.1850 0.4370 0.229
H 4.3420 0.6482 0.8408 0.237
H 5.7338 -0.2859 -0.9677 0.244
H 4.7210 -0.8308 -3.1342 0.243
H 2.3645 -0.2145 -3.5990 0.237
Cl -3.1228 -2.0364 -2.8601 -0.283
Si -1.1415 -1.9512 -3.0159 1.568
Cl -0.5599 -0.9821 -4.6692 -0.307
Cl -0.1409 -3.6119 -2.6412 -0.243
```

---

Record 4
C17H25NO | ωB97M-V/def2-TZVPD

Values from the calculation:
Relative energy (zero: lowest compared OMol25 entry of this formula, charge and spin) (eV): 1.939
SMILES: O=C1C(CN2CCCCC2)=CC=C2CCCCC[C@@H]12
LUMO energy (eV): 0.096
E_HOMO (eV): -8.1
Total charge: 0

XYZ file:
```
44
Properties=species:S:1:pos:R:3:nbo_charge:R:1
O 1.9364 0.2885 2.0959 -0.562
C 1.5067 0.1950 0.9615 0.565
C -0.0269 -0.8337 -0.6099 -0.134
C 0.8147 -0.3067 -1.6511 -0.269
C 0.2931 -0.6080 0.7077 -0.125
C 1.9164 0.4979 -1.4954 0.109
N -1.8659 -1.6743 1.4222 -0.462
C -0.5363 -1.1435 1.8171 -0.227
C 2.6817 0.8796 -2.7330 -0.451
C 2.2952 0.9518 -0.1252 -0.374
C -2.4577 -2.6643 2.3557 -0.212
C -2.8439 -0.6526 1.0184 -0.228
C 3.8282 1.8457 -2.5347 -0.400
C 2.0169 2.4885 -0.0183 -0.378
C -3.6640 -3.2892 1.7461 -0.405
C -4.0638 -1.2553 0.3236 -0.403
C -4.7254 -2.3093 1.2309 -0.396
C 3.3411 3.2445 -2.1059 -0.398
C 3.1235 3.3906 -0.5609 -0.389
H -0.8667 -1.4533 -0.8415 0.228
H 0.5911 -0.6333 -2.6599 0.202
H -0.7030 -0.4161 2.6216 0.192
H 0.0169 -2.0067 2.2759 0.218
H 3.1579 -0.0015 -3.1655 0.225
H 1.9524 1.2514 -3.4981 0.218
H 3.3496 0.7426 0.0328 0.246
H -1.7027 -3.4690 2.5781 0.206
H -2.7587 -2.1877 3.3119 0.159
H -3.1599 -0.1117 1.9403 0.158
H -2.3423 0.0697 0.3592 0.210
H 4.3918 1.9732 -3.4709 0.214
H 4.5689 1.4354 -1.8273 0.198
H 1.9197 2.7795 1.0528 0.228
H 1.0738 2.6609 -0.5091 0.207
H -3.3188 -3.8629 0.8513 0.196
H -4.1055 -4.0033 2.4328 0.211
H -4.7817 -0.4593 0.0504 0.212
H -3.7207 -1.7717 -0.6056 0.198
H -5.1833 -1.7831 2.0727 0.194
H -5.4619 -2.8960 0.6558 0.211
H 4.0792 3.9846 -2.3811 0.204
H 2.4544 3.4844 -2.6693 0.194
H 4.0863 3.1828 -0.1283 0.199
H 2.8933 4.4459 -0.3237 0.211
```

---

Record 5
C17H25NO4 | ωB97M-V/def2-TZVPD

Values from the calculation:
Relative energy (zero: lowest compared OMol25 entry of this formula, charge and spin) (eV): 5.730
SMILES: CC/C(=C1/C(=O)CC(C)(C)[C@H](C(=O)OC)C1=O)N1CCCC1
LUMO energy (eV): -0.240
E_HOMO (eV): -8.1
Total charge: 0

XYZ file:
```
47
Properties=species:S:1:pos:R:3:nbo_charge:R:1
O 0.4995 1.5614 -2.2869 -0.541
O -1.3855 2.0524 3.8519 -0.618
O -2.1981 0.1563 0.8950 -0.561
O -0.9013 -0.1340 3.2477 -0.504
C 0.4723 1.4213 -1.0890 0.581
C -1.0406 1.1658 3.0212 0.830
C -1.0982 0.6249 0.6650 0.569
C -0.4502 0.3125 -0.5576 -0.334
C -0.5756 -0.9650 -1.1234 0.456
N -0.3059 -1.2447 -2.4356 -0.506
C -1.4644 -0.5890 4.5640 -0.267
C -0.4010 -2.5270 0.8344 -0.620
C 1.2678 3.3472 2.1833 -0.606
C 1.7684 0.9228 1.8794 -0.621
C 1.0394 2.4923 -0.1670 -0.496
C -0.6173 1.6886 1.6460 -0.432
C -1.1381 -2.1911 -0.4062 -0.442
C -1.0757 -0.8245 -3.5789 -0.186
C 1.0569 -1.7617 -2.7492 -0.200
C -0.0558 -0.8802 -4.7166 -0.389
C 0.9663 -1.8142 -4.2301 -0.438
C 0.8181 2.0651 1.3831 0.025
H -0.7039 -0.7503 5.2911 0.191
H -1.7255 -1.7139 4.4191 0.203
H -2.1754 0.0617 4.9908 0.224
H -0.8462 -1.9051 1.6349 0.228
H -0.7561 -3.5761 1.1828 0.205
H 0.6533 -2.5200 0.8493 0.209
H 0.9992 3.2790 3.2484 0.225
H 2.3288 3.4415 2.1229 0.207
H 0.6732 4.0225 1.7118 0.197
H 1.6973 0.7105 2.9969 0.219
H 1.4688 0.0448 1.4489 0.203
H 2.8045 1.1872 1.6310 0.209
H 0.4602 3.3869 -0.2989 0.235
H 2.0947 2.6837 -0.2337 0.244
H -1.2029 2.6189 1.3962 0.260
H -2.1047 -2.1971 -0.3502 0.234
H -0.9944 -3.0731 -1.0890 0.201
H -1.8871 -1.4472 -3.9437 0.164
H -1.4865 0.0622 -3.3267 0.202
H 1.8701 -1.2438 -2.2755 0.188
H 1.2872 -2.7618 -2.4043 0.182
H 0.2227 0.2290 -4.9228 0.217
H -0.4722 -1.3104 -5.6394 0.208
H 0.7864 -2.8065 -4.6252 0.212
H 1.8280 -1.3014 -4.6450 0.232
```

---

Taking the records one at a time from the top gives frontier orbital gap values of 8.57 7.69 6.10 8.21 7.88 eV.
Taking the records one at a time from the top gives calculated total energy values of -40374.64173 -55358.96798 -362691.39665 -21571.52512 -27710.51386 eV.